w.
Here is a single C7H11NOS molecule from OMol25. Energies are from ωB97M-V/def2-TZVPD.

Values from the calculation:
gap between HOMO and LUMO (spin up / spin down)	6.99 / 8.71	eV
M	157.2	g mol⁻¹
spin multiplicity	1

Cartesian coordinates (Å):
1 C 3.1114 1.0055 -0.5510
2 C -3.1195 0.0086 -1.1053
3 C -1.8997 -0.4482 -0.9685
4 C -0.4638 0.0482 1.7418
5 C 3.1787 -0.5479 -0.3934
6 C -0.6503 0.3924 -0.8391
7 C 0.0625 -0.0873 0.3927
8 N 2.0804 1.5171 -0.1234
9 O 1.6841 -1.9068 1.4179
10 S 1.4177 -1.3287 0.0761
11 H -3.8192 -0.7088 -1.4346
12 H -3.1773 1.0350 -0.8960
13 H -1.7668 -1.4556 -0.9801
14 H 0.2723 -0.6160 2.3755
15 H -1.5803 -0.1125 1.7715
16 H -0.3390 1.1310 1.9893
17 H 3.4170 -0.9352 -1.3451
18 H 3.8247 -0.9163 0.4982
19 H 4.0741 1.4471 -0.8454
20 H -0.9159 1.5089 -0.7318
21 H -0.0872 0.2841 -1.6970


x.
Here is a molecular structure, C7H11NOS from OMol25. Energies are from ωB97M-V/def2-TZVPD.

Values from the calculation:
gap between HOMO and LUMO	8.30	eV
M	157.2	g mol⁻¹
spin multiplicity	1

Cartesian coordinates (Å):
1 C -0.8369 -1.3955 -0.5973
2 C -2.2785 -1.2555 -0.6240
3 C -0.3185 -0.4522 0.2492
4 C 2.6410 0.9582 1.0809
5 C -1.0295 0.6955 0.9036
6 C -2.4842 0.7549 0.5088
7 C 2.0391 0.1612 -1.4828
8 N -2.9981 -0.4478 -0.0238
9 O 2.6931 -1.6162 0.4106
10 S 1.9467 -0.3600 0.2608
11 H -0.2578 -2.1099 -1.0943
12 H -2.8048 -2.1328 -0.9725
13 H 2.7529 0.4810 2.0085
14 H 1.7321 1.6215 1.0886
15 H -0.8396 0.6594 1.9449
16 H -0.4326 1.5221 0.5550
17 H -3.0807 0.9756 1.3883
18 H -2.5988 1.4303 -0.3116
19 H 2.9449 -0.3281 -1.7886
20 H 1.2039 -0.3252 -2.1190
21 H 2.0063 1.1636 -1.3854


Stability ranking, top entry: x; the second entry is 11.0 kJ/mol less favorable.


w.
Here is a molecular structure, C5H5NO3 from OMol25. Energies are from ωB97M-V/def2-TZVPD.

Values from the calculation:
gap between HOMO and LUMO	8.14	eV
M	127.1	g mol⁻¹
spin multiplicity	1

Cartesian coordinates (Å):
1 C -0.4443 0.8907 -0.0207
2 C 0.9427 0.8719 0.0894
3 C 1.4227 -0.5857 0.3038
4 C 0.2123 -1.4132 0.3940
5 C -0.8216 -0.4829 -0.1639
6 H -2.4480 1.0831 -1.2435
7 H 2.3220 -0.6503 1.2830
8 H 2.1106 -0.5887 -0.6692
9 H -0.0698 -1.7554 1.4579
10 H 0.1849 -2.6668 -0.0873
11 N -0.9568 2.0021 0.1191
12 O -2.1400 2.1110 -0.6583
13 O 1.6655 1.8536 -0.0309
14 O -1.9801 -0.6693 -0.7734


x.
Here is a molecular structure, C5H5NO3 from OMol25. Energies are from ωB97M-V/def2-TZVPD.

Values from the calculation:
gap between HOMO and LUMO	8.94	eV
M	127.1	g mol⁻¹
spin multiplicity	1

Cartesian coordinates (Å):
1 C 0.7094 0.4274 -0.4457
2 C -0.1395 -1.3402 0.7400
3 C -0.7609 -0.1813 1.4922
4 C -0.8766 0.3590 -0.1037
5 C -0.9545 -1.0206 -0.7181
6 H 2.2827 2.9062 -1.4123
7 H 0.2588 -2.3424 1.1633
8 H -1.7243 -0.5326 2.1064
9 H -0.0893 0.1243 2.3690
10 H -1.5822 1.0184 -0.5137
11 N 1.6855 0.8584 -1.1137
12 O 1.4025 2.1443 -1.5909
13 O 1.1045 -0.7973 -0.1629
14 O -1.3162 -1.6235 -1.8100


Stability ranking, top entry: w; the second entry is 163.2 kJ/mol less favorable.


w.
Here is a single C9H12O4S2 molecule from OMol25. Energies are from ωB97M-V/def2-TZVPD.

Values from the calculation:
gap between HOMO and LUMO	8.74	eV
SMILES	CC(C)S(=O)(=O)S(=O)(=O)c1ccccc1
M	248.3	g mol⁻¹
spin multiplicity	1

Cartesian coordinates (Å):
1 C -1.7451 4.0669 -1.1047
2 C -1.7083 3.9721 0.2521
3 C -1.0223 3.2200 -1.9548
4 C -1.0046 2.9614 0.8750
5 C -0.4016 2.0512 -1.3823
6 C -0.4294 1.9847 0.0097
7 C 1.2068 -3.9591 -0.4172
8 C 1.3282 -2.5332 1.5751
9 C 1.4082 -2.6025 0.1184
10 O 1.7145 0.6274 0.7348
11 O -0.2819 0.3412 2.1189
12 O -0.1098 -1.1890 -1.7975
13 O -1.2595 -2.2454 0.0345
14 S 0.2757 0.4816 0.7942
15 S -0.0879 -1.5416 -0.3752
16 H -2.4437 4.9717 -1.4410
17 H -2.2987 4.7602 0.7446
18 H -1.2719 3.2768 -2.9509
19 H -0.9460 2.7547 1.9137
20 H -0.0292 1.1228 -1.9942
21 H 0.4732 -4.5005 0.2010
22 H 0.7065 -4.0100 -1.3417
23 H 1.9254 -4.6527 -0.4023
24 H 0.5792 -3.1565 2.1338
25 H 1.0395 -1.5132 1.9552
26 H 2.2243 -2.7844 2.1206
27 H 2.1585 -1.9049 -0.4198


x.
Here is a molecular structure, C9H12O4S2 from OMol25. Energies are from ωB97M-V/def2-TZVPD.

Values from the calculation:
gap between HOMO and LUMO	9.47	eV
M	248.3	g mol⁻¹
spin multiplicity	1

Cartesian coordinates (Å):
1 C -3.5721 -1.9302 1.2951
2 C -2.5869 -1.0019 0.8755
3 C -4.5640 -2.5578 1.6270
4 C -1.8665 -0.0887 0.5141
5 C 1.5537 -1.2884 -1.6309
6 C -0.8556 1.7168 1.8141
7 C 0.5431 -0.2236 -1.4119
8 C 0.6528 0.2899 0.0965
9 C -0.6871 0.9865 0.4681
10 O -5.9396 -1.4643 -0.8468
11 O -6.0555 0.7720 0.1042
12 O -3.9061 1.8263 1.0109
13 O -4.1769 0.2397 -0.9149
14 S -5.8482 -0.1012 -1.2447
15 S -4.4716 0.5287 0.6768
16 H -5.0134 -3.3445 2.2016
17 H 1.2999 -2.3536 -1.3208
18 H 1.7400 -1.3622 -2.7959
19 H 2.6059 -1.1699 -1.1810
20 H -0.6509 0.9344 2.6006
21 H -1.8118 2.2982 1.9217
22 H -0.0418 2.5523 1.8287
23 H 0.7266 0.5800 -2.1232
24 H -0.3949 -0.6882 -1.6603
25 H 1.5176 0.9879 0.0971
26 H 0.6234 -0.4748 0.9303
27 H -1.2054 1.5713 -0.3054


Stability ranking, top entry: w; the second entry is 373.2 kJ/mol less favorable.


w.
Here is a gas-phase ion, C11H15N2 (charge +1) from OMol25. Energies are from ωB97M-V/def2-TZVPD.

Values from the calculation:
gap between HOMO and LUMO	9.00	eV
SMILES	CN1[C@H](c2ccccc2)CC=[N+]1C
charge	+1
M	175.3	g mol⁻¹
spin multiplicity	1

Cartesian coordinates (Å):
1 C 0.4242 2.4405 -2.6799
2 C -0.8333 1.8784 -2.7526
3 C 1.1860 2.2376 -1.5572
4 C -1.3744 1.1587 -1.6822
5 C 0.7054 1.5311 -0.5107
6 C -0.5883 0.9949 -0.5342
7 C 0.4435 -0.3842 2.4056
8 C -0.6329 0.6108 2.0649
9 C -1.0729 0.1381 0.6347
10 C -0.5942 -2.1024 -0.5114
11 C 1.3884 -2.4445 1.6066
12 N -0.5364 -1.3000 0.6868
13 N 0.4646 -1.3381 1.5894
14 H 0.9751 2.8865 -3.5320
15 H -1.5514 2.2742 -3.4664
16 H 2.1736 2.8463 -1.5516
17 H -2.2460 0.5472 -1.7399
18 H 1.3498 1.3222 0.3030
19 H 1.1318 -0.2425 3.3678
20 H -1.3747 0.5402 2.9209
21 H -0.2568 1.5923 1.8928
22 H -2.1803 0.0222 0.4806
23 H 0.2070 -2.0571 -1.3020
24 H -0.7590 -3.1885 -0.2787
25 H -1.4551 -1.7924 -0.9204
26 H 0.9296 -3.4157 2.0720
27 H 2.1467 -2.1246 2.2653
28 H 1.9301 -2.6315 0.7287


x.
Here is a gas-phase ion, C11H15N2 (charge +1) from OMol25. Energies are from ωB97M-V/def2-TZVPD.

Values from the calculation:
gap between HOMO and LUMO	9.49	eV
SMILES	C[C@@H](C1C=CC=C1)[n+]1ccn(C)c1
charge	+1
M	175.3	g mol⁻¹
spin multiplicity	1

Cartesian coordinates (Å):
1 C 2.7769 0.6808 -0.6457
2 C 1.7711 1.5893 -0.3839
3 C 0.9973 -0.4195 0.0346
4 C -2.2676 -1.7161 0.0313
5 C -2.0345 -0.4669 -0.3529
6 C -2.0936 -1.8656 1.4524
7 C -1.6794 0.3874 0.9169
8 C -1.6065 -0.7452 1.9758
9 C -1.1030 2.2458 -0.7570
10 C 2.8501 -1.8702 -0.7981
11 C -0.5456 1.4538 0.4493
12 N 2.2189 -0.5844 -0.4609
13 N 0.6800 0.8685 0.0382
14 H 3.7420 0.9825 -0.8554
15 H 1.6877 2.5680 -0.5877
16 H 0.4031 -1.1939 0.4221
17 H -2.3746 -2.4722 -0.6066
18 H -2.2183 -0.1945 -1.3900
19 H -2.3579 -2.7326 2.0636
20 H -2.5310 0.9855 0.9974
21 H -1.3032 -0.5018 2.9540
22 H -0.6827 1.9733 -1.7033
23 H -0.8653 3.3441 -0.6836
24 H -2.2307 2.0779 -0.8155
25 H 3.7648 -1.4532 -1.3302
26 H 3.0470 -2.4453 0.1456
27 H 2.3336 -2.4497 -1.4866
28 H -0.3788 1.9540 1.3760


Stability ranking, top entry: x; the second entry is 52.9 kJ/mol less favorable.


w.
Here is 2 unconnected molecules or ions with the total composition CH6N2O from OMol25. Energies are from ωB97M-V/def2-TZVPD.

Values from the calculation:
gap between HOMO and LUMO	9.95	eV
M	62.1	g mol⁻¹
spin multiplicity	1

Cartesian coordinates (Å):
1 C 0.8782 -0.2779 0.4206
2 N -1.8340 0.4813 0.1308
3 N -0.2227 -0.5340 -0.4337
4 O 1.7658 0.6130 -0.1911
5 H 0.6176 0.1579 1.3941
6 H 1.3857 -1.2448 0.6108
7 H -1.3938 1.3993 0.1750
8 H -2.3187 0.4312 -0.7606
9 H -0.6822 -1.4141 -0.2162
10 H 1.8042 0.3881 -1.1297


x.
Here is 2 unconnected molecules or ions with the total composition CH6N2O from OMol25. Energies are from ωB97M-V/def2-TZVPD.

Values from the calculation:
gap between HOMO and LUMO	9.39	eV
SMILES	C=O.NN
M	62.1	g mol⁻¹
spin multiplicity	1

Cartesian coordinates (Å):
1 C -2.5982 0.3683 0.0296
2 H 0.5222 -0.1760 -0.7278
3 H 1.2450 -1.5516 -0.2343
4 H 2.7801 -0.1586 0.9216
5 H 2.3042 0.9950 -0.0400
6 H -3.2214 1.2769 -0.0618
7 H -1.4968 0.5385 0.0544
8 N 1.1277 -0.5700 0.0239
9 N 2.4595 -0.0027 -0.0237
10 O -3.1222 -0.7198 0.0582


Stability ranking, top entry: x; the second entry is 75.9 kJ/mol less favorable.


w.
Here is a molecular structure, C28H22BrN2NdO7S from OMol25. Energies are from ωB97M-V/def2-TZVPD.

Values from the calculation:
gap between HOMO and LUMO (spin up / spin down)	6.53 / 6.54	eV
<S²>	3.75
charge	-2
M	754.7	g mol⁻¹
spin multiplicity	4

Cartesian coordinates (Å):
1 Nd 0.7118 0.3401 1.6603
2 O -3.8557 -4.2675 3.2570
3 C -2.8702 -3.3193 3.0728
4 C -2.9057 -2.0658 3.6225
5 C -1.8887 -1.1457 3.2821
6 N -0.8526 -1.5001 2.4912
7 C -0.7788 -2.7405 1.9713
8 C -1.7644 -3.6852 2.2469
9 C 0.4573 -2.9695 1.0302
10 O 0.5754 -4.0948 0.5176
11 O 1.2414 -1.9838 1.0271
12 C -1.8702 0.2319 3.8410
13 O -2.8991 0.5574 4.4433
14 O -0.7851 0.8534 3.6652
15 H -4.6530 -3.8099 3.4787
16 H -3.6310 -1.7016 4.3038
17 H -1.6876 -4.7063 1.8077
18 S 1.4710 3.0773 1.6404
19 C -0.2645 3.3497 1.4056
20 C -0.9081 4.6031 1.5224
21 C -2.2775 4.6638 1.3178
22 C -3.0094 3.5085 1.0020
23 C -2.3033 2.3111 1.0338
24 N -0.9655 2.2307 1.2110
25 H -0.4373 5.5549 1.7237
26 H -2.7396 5.6697 1.4213
27 H -4.0654 3.5978 0.7525
28 H -2.8021 1.3621 0.9628
29 Br 7.9603 -0.7249 2.4932
30 C 6.0550 -0.3393 2.4533
31 C 5.3607 -0.1577 3.6257
32 C 3.9926 0.1706 3.5242
33 C 3.2860 0.2014 2.3185
34 C 4.1103 0.0410 1.1536
35 C 5.4745 -0.2476 1.2121
36 H 5.9387 -0.2931 4.5260
37 H 3.4510 0.3808 4.4342
38 H 3.7107 0.2190 0.1721
39 H 6.1459 -0.3957 0.3755
40 C -0.8191 -0.3998 -6.9391
41 C -0.6045 -0.2201 -5.4150
42 C -1.2722 0.7920 -4.7168
43 C -1.1480 0.8587 -3.2949
44 C -1.8949 1.8908 -2.5846
45 C -0.2631 0.0327 -2.6290
46 C 0.3922 -0.9727 -3.3672
47 C 1.2226 -1.9828 -2.6857
48 C 0.2299 -1.0868 -4.7506
49 C -0.0336 0.1129 -1.1672
50 O 1.0329 0.6145 -0.7516
51 O -0.9131 -0.3552 -0.4122
52 H 0.1124 -0.6262 -7.4188
53 H -1.2853 0.4367 -7.4719
54 H -1.4820 -1.3049 -7.0932
55 H -1.8817 1.5366 -5.2418
56 H -2.1382 2.6079 -3.3168
57 H -1.3223 2.3956 -1.8372
58 H -2.7669 1.4793 -2.0931
59 H 0.6088 -2.6225 -1.9469
60 H 2.0209 -1.4624 -2.0982
61 H 1.6651 -2.7210 -3.4262
62 H 0.8122 -1.7797 -5.3426


x.
Here is a molecular structure, C28H22BrN2NdO7S from OMol25. Energies are from ωB97M-V/def2-TZVPD.

Values from the calculation:
gap between HOMO and LUMO (spin up / spin down)	6.31 / 6.32	eV
<S²>	3.75
charge	-2
M	754.7	g mol⁻¹
spin multiplicity	4

Cartesian coordinates (Å):
1 Nd 0.4584 -0.6545 0.7166
2 O 4.2478 2.6390 5.2019
3 C 3.5115 1.9565 4.2938
4 C 3.3653 0.5385 4.4505
5 C 2.6060 -0.0863 3.3957
6 N 2.1791 0.5636 2.3177
7 C 2.2831 1.9224 2.2801
8 C 2.9234 2.6520 3.2395
9 C 1.6700 2.4648 0.9907
10 O 1.8085 3.6700 0.7610
11 O 1.1176 1.5593 0.2837
12 C 2.3092 -1.6749 3.3922
13 O 3.0214 -2.4187 4.1214
14 O 1.3243 -1.9816 2.6025
15 H 4.6277 2.0835 5.9054
16 H 3.8571 -0.1851 5.0868
17 H 3.0261 3.7366 3.0999
18 S 0.3472 -3.3548 -0.7318
19 C 2.0677 -3.0562 -0.7001
20 C 3.0113 -3.9740 -1.2183
21 C 4.3453 -3.6659 -1.2521
22 C 4.8078 -2.4607 -0.6509
23 C 3.8322 -1.6667 -0.1016
24 N 2.5298 -1.9241 -0.0988
25 H 2.6050 -4.8144 -1.7931
26 H 4.9880 -4.3722 -1.6773
27 H 5.8745 -2.0785 -0.6590
28 H 4.0866 -0.6921 0.3487
29 Br -5.2404 -2.4334 5.2210
30 C -3.7560 -1.8911 4.1108
31 C -2.7675 -2.7937 3.8578
32 C -1.7062 -2.4122 2.9858
33 C -1.5707 -1.1790 2.4265
34 C -2.6530 -0.2513 2.7756
35 C -3.7251 -0.6447 3.5367
36 H -2.7127 -3.6807 4.4934
37 H -0.8986 -3.1405 2.7593
38 H -2.5322 0.7991 2.5432
39 H -4.4710 0.0546 3.7954
40 C -3.8991 2.7065 -5.9185
41 C -3.0807 2.1692 -4.7907
42 C -3.5255 0.9507 -4.2219
43 C -2.7849 0.3833 -3.2002
44 C -3.3153 -0.8777 -2.6591
45 C -1.6601 1.0179 -2.7024
46 C -1.1848 2.1867 -3.2460
47 C 0.0964 2.8510 -2.8540
48 C -1.9337 2.7869 -4.2992
49 C -0.8416 0.2520 -1.6804
50 O -1.4375 0.0538 -0.5636
51 O 0.3126 -0.1597 -1.9070
52 H -4.9453 2.7827 -5.6595
53 H -3.9432 1.9975 -6.7135
54 H -3.5123 3.6475 -6.2185
55 H -4.4930 0.5528 -4.5704
56 H -4.1689 -1.0726 -3.3016
57 H -3.4967 -0.8456 -1.6098
58 H -2.5671 -1.5817 -2.8448
59 H 0.5954 3.3187 -3.8093
60 H 0.8234 2.2419 -2.4150
61 H -0.1566 3.7081 -2.1718
62 H -1.6797 3.7776 -4.7532


Stability ranking, top entry: w; the second entry is 72.8 kJ/mol less favorable.